Molecular formula: C36H90N10O8
Method: DFT, ωB97M-V/def2-TZVPD

For the energy relative to the best compared isomer or geometry (same formula, charge and spin), the calculation gives 0.730 eV. The value obtained for the electronic energy is -70067.5799 eV. For the HOMO-LUMO gap, the calculation gives 8.78 eV. Its net charge is 0. The value obtained for the maximum force is 4.35 eV/A. As for the multiplicity: 1. As for the SMILES: CC1(C)CCCC(C)(C)N1O.CC1(C)CCCC(C)(C)N1O.COC[C@H](C)N.COC[C@H](C)N.COC[C@H](C)N.COC[C@H](C)N.NC(N)=O.NC(N)=O.

Atoms and positions in Å:
C: 6.29 2.83 1.79
C: 5.71 1.65 2.61
C: 6.03 1.85 4.08
C: 4.17 1.69 2.40
C: 3.44 0.40 2.80
C: 4.00 -0.81 2.05
C: 5.57 -0.93 2.22
C: 5.84 -1.47 3.60
C: 6.04 -2.04 1.18
N: 6.18 0.38 1.93
O: 7.53 0.27 2.08
H: 6.19 3.76 2.34
H: 7.33 2.65 1.63
H: 5.81 2.82 0.77
H: 5.96 2.94 4.20
H: 5.27 1.37 4.74
H: 7.03 1.64 4.37
H: 3.72 2.56 2.95
H: 4.05 1.93 1.34
H: 3.56 0.20 3.84
H: 2.32 0.56 2.59
H: 3.89 -0.55 0.98
H: 3.57 -1.77 2.33
H: 5.64 -0.76 4.40
H: 6.87 -1.81 3.60
H: 5.16 -2.32 3.74
H: 6.06 -1.58 0.18
H: 5.55 -3.03 1.30
H: 7.16 -2.27 1.27
H: 7.67 0.35 3.04
C: -5.33 -3.12 -1.41
C: -5.34 -2.38 -2.74
C: -6.50 -2.83 -3.65
C: -5.42 -0.92 -2.43
C: -5.09 -0.08 -3.69
C: -3.64 -0.29 -4.15
C: -3.48 -1.81 -4.40
C: -4.28 -2.21 -5.68
C: -1.97 -2.12 -4.69
N: -3.96 -2.54 -3.31
O: -3.81 -3.91 -3.57
H: -6.29 -2.96 -0.77
H: -5.27 -4.22 -1.58
H: -4.45 -2.89 -0.74
H: -6.22 -3.41 -4.51
H: -7.23 -3.46 -3.11
H: -7.10 -1.99 -3.94
H: -6.41 -0.66 -2.06
H: -4.67 -0.64 -1.75
H: -5.81 -0.41 -4.50
H: -5.27 0.98 -3.59
H: -2.89 0.02 -3.44
H: -3.50 0.15 -5.18
H: -3.68 -2.02 -6.57
H: -5.31 -1.82 -5.80
H: -4.43 -3.33 -5.68
H: -1.61 -1.29 -5.31
H: -1.89 -3.07 -5.22
H: -1.44 -2.07 -3.73
H: -3.31 -4.38 -2.90
C: -11.14 0.23 1.81
O: -9.87 -0.32 1.99
C: -8.90 0.72 2.11
C: -7.85 0.32 3.24
C: -6.74 1.39 3.35
N: -7.15 -0.99 3.07
H: -11.84 -0.52 1.60
H: -11.20 1.06 1.08
H: -11.53 0.76 2.75
H: -8.41 0.87 1.18
H: -9.29 1.69 2.53
H: -8.47 0.22 4.11
H: -6.02 1.04 4.02
H: -7.12 2.37 3.71
H: -6.30 1.63 2.43
H: -6.60 -0.92 2.25
H: -7.90 -1.63 2.84
C: 1.32 -3.31 0.58
O: 1.60 -3.00 1.93
C: 0.76 -2.04 2.50
C: 1.00 -1.87 4.01
C: 0.88 -3.18 4.77
N: 0.09 -0.81 4.49
H: 1.07 -2.40 0.05
H: 0.51 -4.03 0.44
H: 2.25 -3.53 0.08
H: 0.99 -1.07 2.04
H: -0.26 -2.44 2.26
H: 1.98 -1.53 4.11
H: 1.23 -3.13 5.80
H: 1.35 -4.01 4.27
H: -0.17 -3.52 4.84
H: -0.78 -1.24 4.81
H: 0.47 -0.51 5.39
C: 6.67 2.66 -3.44
O: 6.16 1.27 -3.57
C: 5.00 1.08 -2.76
C: 4.78 -0.39 -2.55
C: 3.99 -0.97 -3.78
N: 4.01 -0.54 -1.28
H: 6.76 3.03 -2.46
H: 6.01 3.32 -4.04
H: 7.54 2.62 -4.06
H: 5.27 1.37 -1.72
H: 4.19 1.59 -3.25
H: 5.78 -0.83 -2.41
H: 4.21 -0.43 -4.66
H: 2.93 -0.72 -3.62
H: 4.08 -2.04 -3.95
H: 3.70 -1.48 -1.11
H: 4.51 -0.16 -0.48
C: 1.55 3.72 -0.10
O: 1.07 2.61 0.61
C: 0.79 1.50 -0.25
C: -0.68 1.37 -0.76
C: -1.69 1.07 0.41
N: -0.77 0.36 -1.81
H: 2.63 3.54 -0.40
H: 1.55 4.59 0.57
H: 0.94 3.91 -0.96
H: 1.44 1.63 -1.15
H: 1.12 0.58 0.22
H: -0.90 2.37 -1.17
H: -1.68 1.79 1.25
H: -1.30 0.20 1.00
H: -2.73 0.89 0.12
H: 0.00 0.45 -2.42
H: -0.67 -0.51 -1.31
N: 0.72 2.95 3.63
C: 1.58 3.99 3.80
N: 2.18 4.15 4.97
O: 1.81 4.75 2.87
H: 0.75 2.66 2.69
H: 0.52 2.32 4.34
H: 1.73 3.81 5.75
H: 2.47 5.13 5.13
N: 1.52 2.49 -5.61
C: 0.96 1.61 -4.62
N: -0.28 1.18 -4.88
O: 1.49 1.28 -3.59
H: 1.39 2.13 -6.54
H: 2.54 2.57 -5.54
H: -0.70 1.42 -5.73
H: -0.89 1.03 -4.08

Here are the Mulliken charges for atoms 1 to 4, given in e:
1. C -1.931
2. C 1.560
3. C -1.621
4. C -0.263